No. 1
Here is a structure of composition C26H46BCuN6OS from OMol25. Energies are from the ωB97M-V functional and the def2-TZVPD basis.

Calculated values
* HOMO energy: -7.50 eV
* LUMO energy: 0.48 eV
* HOMO-LUMO gap: 0.2931 hartree

Geometry as XYZ:
```
82
C26H46BCuN6OS (the ωB97M-V functional and the def2-TZVPD basis)
Cu 0.307 0.083 -0.228
C -4.844 0.371 0.612
C -3.546 1.022 0.265
C -3.282 2.351 0.015
C -1.907 2.408 -0.283
N -1.377 1.202 -0.192
N -2.387 0.342 0.144
B -2.159 -1.201 0.169
N -1.616 -1.682 -1.212
N -0.421 -1.228 -1.686
C -0.221 -1.799 -2.858
C -1.301 -2.649 -3.168
C -2.162 -2.543 -2.096
C -3.475 -3.217 -1.870
C 1.020 -1.519 -3.674
C 0.603 -0.932 -5.027
C 1.940 -0.528 -2.960
C 1.775 -2.833 -3.899
N -1.177 -1.624 1.304
N 0.143 -1.271 1.265
C 0.743 -1.896 2.261
C -0.192 -2.665 2.979
C -1.393 -2.473 2.330
C -2.732 -3.058 2.639
C 2.224 -1.756 2.530
C 2.821 -3.152 2.742
C 2.420 -0.914 3.799
C 2.937 -1.082 1.358
C -1.098 3.626 -0.662
C -0.936 4.516 0.579
C 0.280 3.235 -1.193
C -1.852 4.398 -1.751
H -5.603 1.138 0.754
H -5.183 -0.305 -0.175
H -4.768 -0.211 1.531
H -3.996 3.160 0.025
H -3.215 -1.731 0.372
H -1.442 -3.257 -4.048
H -3.701 -3.860 -2.719
H -3.461 -3.832 -0.969
H -4.284 -2.495 -1.760
H 0.052 0.002 -4.891
H 1.484 -0.727 -5.641
H -0.039 -1.624 -5.574
H 1.438 0.429 -2.790
H 2.268 -0.917 -1.992
H 2.826 -0.344 -3.571
H 1.153 -3.558 -4.427
H 2.675 -2.658 -4.495
H 2.073 -3.276 -2.945
H -0.020 -3.291 3.840
H -2.671 -3.621 3.569
H -3.491 -2.284 2.756
H -3.072 -3.733 1.853
H 2.350 -3.664 3.583
H 2.685 -3.770 1.851
H 3.892 -3.076 2.948
H 1.948 -1.391 4.660
H 3.486 -0.797 4.019
H 1.970 0.075 3.673
H 2.846 -1.685 0.450
H 2.532 -0.087 1.162
H 4.001 -0.978 1.589
H -0.432 3.964 1.378
H -0.350 5.407 0.335
H -1.908 4.842 0.956
H 0.847 2.665 -0.454
H 0.189 2.640 -2.105
H 0.847 4.139 -1.435
H -2.839 4.711 -1.408
H -1.292 5.294 -2.034
H -1.983 3.780 -2.642
C 2.920 4.339 1.759
S 2.411 2.902 2.690
C 4.032 2.179 2.873
O 1.655 2.025 1.745
H 3.564 4.958 2.385
H 2.016 4.886 1.494
H 3.440 4.009 0.858
H 4.662 2.859 3.448
H 4.444 1.999 1.879
H 3.908 1.238 3.408
```

No. 2
Here is a structure of composition C26H46Br2N6NbO3 from OMol25. Energies are from the ωB97M-V functional and the def2-TZVPD basis.

Calculated values
* HOMO energy: -4.60 eV
* LUMO energy: 1.84 eV
* total charge: -1
* HOMO-LUMO gap: 0.2367 hartree

Geometry as XYZ:
```
84
C26H46Br2N6NbO3 (the ωB97M-V functional and the def2-TZVPD basis)
C -4.440 1.037 0.006
C -3.123 1.355 0.137
C -2.039 0.613 -0.544
Nb -0.541 -0.466 0.804
Br -2.352 -0.364 2.748
C 1.015 -0.489 -0.800
C 2.388 0.184 -0.556
C 3.579 -0.695 -0.964
Br 4.673 -1.280 0.526
C 0.154 1.601 1.416
C 0.363 2.685 0.364
O -0.824 3.518 0.232
C -0.826 4.279 -0.865
O 0.147 4.950 -1.158
C -2.049 4.325 -1.731
C -1.914 3.380 -2.935
C 0.894 -1.195 2.406
C 0.899 -2.669 2.622
C -0.296 -3.345 3.239
N 1.901 -3.424 2.338
O -1.178 -2.305 0.371
C -1.283 -2.768 -0.958
C -0.285 -3.894 -1.238
H -4.918 0.940 -0.966
H -5.056 0.872 0.887
H -2.843 2.181 0.789
H -1.447 1.242 -1.226
H -2.537 -0.164 -1.141
H 0.551 -0.026 -1.680
H 1.193 -1.535 -1.076
H 2.446 1.050 -1.220
H 2.534 0.543 0.461
H 3.252 -1.552 -1.551
H 4.251 -0.122 -1.601
H -0.573 1.988 2.135
H 1.104 1.492 1.948
H 0.631 2.314 -0.628
H 1.181 3.338 0.681
H -2.106 5.350 -2.101
H -2.967 4.128 -1.177
H -2.355 2.410 -2.702
H -2.490 3.779 -3.767
H -0.874 3.218 -3.216
H 1.895 -0.872 2.090
H 0.699 -0.664 3.342
H -1.226 -2.817 3.054
H -0.390 -4.338 2.796
H -0.164 -3.463 4.316
H 2.663 -2.865 1.954
H -2.295 -3.171 -1.091
H -1.178 -1.984 -1.718
H 0.002 -3.864 -2.293
H 0.609 -3.796 -0.623
H -0.732 -4.875 -1.068
C 1.065 4.806 -5.674
C -0.362 4.625 -5.902
N -1.488 4.454 -6.054
H 1.285 4.695 -4.613
H 1.627 4.060 -6.234
H 1.369 5.799 -5.999
C 2.869 -0.330 -4.683
C 3.400 0.911 -4.137
N 3.814 1.887 -3.692
H 3.494 -1.165 -4.370
H 1.856 -0.488 -4.315
H 2.854 -0.282 -5.770
C -1.274 7.627 0.545
C -2.725 7.507 0.540
N -3.871 7.423 0.526
H -0.898 7.523 1.561
H -0.838 6.843 -0.073
H -0.989 8.602 0.154
C 1.250 -5.346 6.587
C -0.193 -5.458 6.435
N -1.333 -5.570 6.327
H 1.502 -5.240 7.641
H 1.711 -6.248 6.190
H 1.626 -4.485 6.036
C -0.338 -7.641 3.068
C 0.909 -7.707 3.814
N 1.906 -7.711 4.385
H -0.576 -8.620 2.655
H -1.141 -7.320 3.729
H -0.235 -6.920 2.258
```

No. 3
Here is a cluster of 3 separate species, C26H46BrIN2O3 in total from OMol25. Energies are from the ωB97M-V functional and the def2-TZVPD basis.

Calculated values
* HOMO energy: -9.68 eV
* SMILES: CCCCCCCCC[C@H]1O[C@@H](I)[C@@H](CC(=O)O)[C@@H]1CCCBr.CCCC#N.CCCC#N
* LUMO energy: 0.19 eV
* HOMO-LUMO gap: 0.3630 hartree

Geometry as XYZ:
```
79
C26H46BrIN2O3 (the ωB97M-V functional and the def2-TZVPD basis)
C -2.518 4.392 0.332
C -2.666 2.901 0.896
C -2.829 1.765 -0.223
C -1.838 1.891 -1.472
C -2.593 1.172 -2.735
C -1.903 -0.211 -3.174
C -2.723 -1.517 -2.717
C -2.423 -1.946 -1.190
C -1.532 -3.277 -1.052
C -0.484 -3.164 0.148
O -0.090 -4.549 0.494
C 1.325 -4.684 0.794
I 2.591 -5.487 -0.832
C 1.733 -3.169 1.095
C 3.262 -2.775 1.320
C 3.471 -2.058 2.752
O 4.176 -1.046 2.919
O 2.840 -2.605 3.910
C 0.933 -2.465 -0.117
C 1.015 -0.875 -0.247
C 0.923 -0.075 1.139
C 2.019 1.118 1.079
Br 1.487 2.679 2.186
H -1.664 4.545 -0.400
H -3.528 4.777 -0.055
H -2.275 5.058 1.241
H -3.643 2.890 1.509
H -1.841 2.663 1.655
H -2.584 0.761 0.286
H -3.933 1.713 -0.494
H -0.853 1.324 -1.350
H -1.631 2.952 -1.815
H -3.718 1.055 -2.534
H -2.536 1.898 -3.629
H -0.804 -0.285 -2.855
H -1.879 -0.196 -4.326
H -3.839 -1.258 -2.826
H -2.555 -2.421 -3.396
H -3.442 -2.023 -0.675
H -1.864 -1.101 -0.648
H -2.268 -4.119 -0.774
H -1.052 -3.614 -2.036
H -0.977 -2.835 1.123
H 1.462 -5.479 1.593
H 1.070 -2.902 1.996
H 3.925 -3.708 1.352
H 3.655 -2.040 0.549
H 1.895 -2.326 3.907
H 1.192 -2.822 -1.179
H 2.005 -0.572 -0.754
H 0.198 -0.527 -0.979
H -0.098 0.432 1.228
H 1.071 -0.709 2.070
H 3.051 0.697 1.366
H 2.135 1.501 0.010
C 5.714 -1.616 5.908
C 6.726 -0.913 5.012
C 8.168 -1.068 5.497
C 8.399 -0.411 6.787
N 8.579 0.101 7.801
H 5.702 -1.186 6.913
H 4.710 -1.514 5.492
H 5.939 -2.683 5.992
H 6.465 0.147 4.938
H 6.648 -1.331 4.004
H 8.841 -0.630 4.753
H 8.426 -2.129 5.569
C -4.499 4.374 -6.221
C -5.830 4.154 -5.512
C -5.701 3.325 -4.234
C -5.271 1.949 -4.502
N -4.927 0.872 -4.711
H -4.067 3.429 -6.562
H -4.640 5.010 -7.098
H -3.779 4.863 -5.560
H -6.531 3.676 -6.202
H -6.252 5.130 -5.254
H -6.671 3.298 -3.729
H -4.999 3.805 -3.544
```

No. 4
Here is a structure of composition C26H46HoOP2 from OMol25. Energies are from the ωB97M-V functional and the def2-TZVPD basis.

Calculated values
* HOMO energy (alpha / beta): -9.47 / -9.47 eV
* energy above the lowest of the compared OMol25 structures with the same formula, charge and spin: 1.169 eV
* LUMO energy (alpha / beta): -3.30 / -4.41 eV
* 2S+1: 5
* total charge: +1
* expectation value of S²: 6.017
* HOMO-LUMO gap (alpha / beta): 0.2265 / 0.1859 hartree

Geometry as XYZ:
```
76
C26H46HoOP2 (the ωB97M-V functional and the def2-TZVPD basis)
Ho -1.007 0.842 0.164
C 0.426 0.289 2.187
C 1.340 0.695 1.170
C -0.099 2.465 1.593
C -0.483 1.360 2.436
C 1.010 2.027 0.770
C 0.418 -1.018 2.913
H 1.422 -1.480 2.932
H -0.282 -1.747 2.420
H 0.071 -0.882 3.953
C -1.677 1.276 3.331
H -1.746 0.301 3.837
H -2.641 1.445 2.810
H -1.603 2.036 4.126
C -1.049 3.575 1.304
H -1.145 4.226 2.184
H -2.087 3.214 1.091
H -0.735 4.214 0.465
C 1.605 2.744 -0.397
H 2.376 3.463 -0.063
H 0.839 3.309 -0.955
H 2.112 2.047 -1.085
C 2.482 -0.133 0.679
H 3.465 0.235 1.041
H 2.517 -0.138 -0.429
H 2.389 -1.172 1.032
C -0.400 -3.041 -1.944
C 0.711 -3.294 -1.248
C 2.138 -2.989 -1.605
C 2.438 -2.220 -2.903
C 2.061 -0.779 -2.837
C 0.820 -0.257 -2.884
C -0.464 -0.904 -3.286
C -0.472 -2.455 -3.303
H 2.728 -3.923 -1.652
H 2.050 -2.737 -3.789
H 2.582 -2.413 -0.771
H 0.348 -2.851 -3.912
H -1.395 -3.202 -1.512
H 0.575 -3.762 -0.268
H -1.428 -2.778 -3.750
H -1.353 -0.575 -2.701
H 0.706 0.832 -2.776
H -0.709 -0.531 -4.323
H 3.534 -2.223 -3.008
H 2.914 -0.091 -2.703
P -0.946 -0.913 -6.438
P -0.913 1.890 -7.545
C -1.084 -0.824 -8.295
C -1.569 0.562 -8.715
H -1.781 -1.607 -8.631
H -0.081 -1.047 -8.701
H -1.267 0.803 -9.749
H -2.665 0.656 -8.632
C -1.641 3.305 -8.481
H -1.283 4.238 -8.024
H -2.733 3.241 -8.389
H -1.351 3.273 -9.542
C 0.785 2.000 -8.288
H 0.734 1.976 -9.388
H 1.409 1.175 -7.919
H 1.222 2.955 -7.964
C -2.526 -1.759 -6.048
H -2.589 -2.020 -4.987
H -2.618 -2.664 -6.658
H -3.346 -1.065 -6.269
C 0.277 -2.270 -6.434
H 1.170 -1.954 -6.989
H -0.164 -3.182 -6.856
H 0.610 -2.469 -5.415
C -2.748 -2.971 1.605
C -1.923 -1.827 1.162
O -2.336 -0.908 0.422
H -2.287 -3.361 2.527
H -2.676 -3.757 0.833
H -3.788 -2.718 1.894
```

No. 5
Here is a cluster of 8 separate species, C26H46N2O35PS10 in total from OMol25. Energies are from the ωB97M-V functional and the def2-TZVPD basis.

Calculated values
* HOMO energy: -5.97 eV
* LUMO energy: 1.32 eV
* total charge: -1
* HOMO-LUMO gap: 0.2676 hartree

Geometry as XYZ:
```
120
C26H46N2O35PS10 (the ωB97M-V functional and the def2-TZVPD basis)
N 0.585 -2.655 -4.922
C 0.248 -1.472 -4.894
O 0.072 -0.099 -4.584
C -0.691 0.099 -3.344
C -1.795 -0.980 -2.897
C -1.242 -2.201 -1.994
C -2.224 -2.682 -0.811
S -4.025 -2.793 -1.269
C -1.487 1.493 -3.702
C -2.336 2.212 -2.538
C -3.792 2.596 -3.170
C -4.644 1.307 -3.636
S -5.715 0.797 -2.167
O -6.701 1.938 -1.980
O -4.833 0.609 -0.940
O -6.498 -0.659 -2.606
N -0.290 2.360 -4.076
C 0.694 2.084 -2.970
O 1.564 2.964 -2.685
C 0.444 0.592 -2.314
P 2.181 -0.179 -2.348
S 3.257 0.406 -3.884
C 0.098 0.821 -0.753
O 0.883 1.629 -0.096
O -0.986 0.274 -0.056
H -2.282 -1.455 -3.849
H -2.672 -0.502 -2.316
H -0.170 -1.983 -1.601
H -1.112 -3.111 -2.714
H -2.122 -2.073 0.160
H -1.896 -3.767 -0.536
H -4.264 -2.180 -2.497
H -2.027 1.240 -4.685
H -2.528 1.540 -1.616
H -1.797 3.158 -2.122
H -4.382 3.261 -2.427
H -3.562 3.209 -4.126
H -4.021 0.386 -3.925
H -5.292 1.562 -4.568
H -6.154 -0.875 -3.520
H -0.612 3.339 -4.145
H 2.814 0.212 -1.097
H 2.024 -1.612 -2.300
C -2.296 2.344 2.006
C -3.661 2.380 1.333
O -4.600 2.539 2.398
S -3.912 3.417 3.580
O -4.333 4.783 3.426
O -4.045 2.696 4.814
O -2.372 3.301 3.071
H -2.098 1.362 2.444
H -1.491 2.602 1.318
H -3.869 1.470 0.769
H -3.751 3.247 0.670
C 4.836 3.538 -2.042
C 5.162 4.995 -1.753
O 6.438 4.970 -1.112
S 7.301 3.725 -1.701
O 8.175 4.228 -2.724
O 7.767 2.936 -0.598
O 6.078 2.940 -2.422
H 4.473 3.029 -1.145
H 4.101 3.430 -2.842
H 4.418 5.469 -1.112
H 5.261 5.569 -2.680
C 3.981 -6.144 -3.278
C 2.635 -6.142 -3.986
O 1.670 -5.978 -2.947
S 2.314 -5.068 -1.765
O 1.880 -3.714 -1.955
O 2.165 -5.767 -0.522
O 3.864 -5.173 -2.237
H 4.183 -7.115 -2.817
H 4.801 -5.885 -3.950
H 2.453 -7.065 -4.539
H 2.547 -5.288 -4.666
C -7.584 -5.839 1.620
C -7.258 -4.379 1.902
O -5.980 -4.400 2.536
S -5.118 -5.645 1.948
O -4.253 -5.145 0.919
O -4.645 -6.430 3.051
O -6.346 -6.436 1.237
H -7.942 -6.345 2.522
H -8.324 -5.950 0.826
H -7.999 -3.903 2.546
H -7.165 -3.808 0.973
C 5.876 -11.050 -0.232
C 5.316 -9.732 0.284
O 5.924 -8.728 -0.528
S 6.175 -9.330 -2.015
O 5.089 -8.913 -2.858
O 7.551 -9.127 -2.361
O 5.957 -10.898 -1.649
H 6.886 -11.227 0.150
H 5.238 -11.897 0.025
H 5.546 -9.566 1.337
H 4.234 -9.677 0.135
C 2.297 5.184 4.351
C 2.288 3.676 4.563
O 0.937 3.356 4.896
S -0.057 4.382 4.122
O -0.527 3.738 2.932
O -0.937 4.976 5.087
O 1.063 5.482 3.697
H 2.313 5.717 5.306
H 3.140 5.510 3.740
H 2.965 3.364 5.359
H 2.542 3.146 3.640
C 0.300 8.925 6.259
C -0.010 8.604 7.713
O 1.264 8.499 8.349
S 2.303 9.517 7.625
O 2.365 10.723 8.400
O 3.469 8.776 7.242
O 1.418 9.813 6.296
H 0.598 8.026 5.711
H -0.543 9.395 5.751
H -0.574 7.677 7.824
H -0.559 9.423 8.189
```

Short version: strongest force on any atom = 0.5; 2.1; 4.1; 4.3; 7.4 eV/Å, in the order given.
Short version: calculated total energy = -3485.7311; -6777.4497; -4225.0709; -2723.8848; -8084.1062 hartree, in the order given.